One molecule with the formula C6H10O. Source: the OMol25 dataset; level of theory: ωB97M-V/def2-TZVPD.

Each line ends with the natural charge from an NBO analysis.
Cartesian coordinates (Å):
O  0.80  1.79  -1.00  -0.711
C  0.31  -0.52  -1.09  -0.408
C  0.95  -0.86  0.26  -0.406
C  -1.20  1.00  0.17  -0.220
C  -1.09  0.22  1.26  -0.151
C  -0.29  0.88  -1.03  0.054
C  -0.04  -0.84  1.43  -0.447
H  1.11  -0.47  -1.87  0.188
H  1.48  1.34  -1.52  0.459
H  -0.52  -1.82  1.54  0.211
H  1.71  -0.09  0.45  0.211
H  -2.03  1.70  0.10  0.207
H  -0.89  1.07  -1.93  0.166
H  -1.82  0.34  2.06  0.205
H  0.50  -0.67  2.37  0.221
H  1.46  -1.82  0.18  0.209
H  -0.46  -1.24  -1.38  0.212

Its total charge is 0. The value obtained for the gap between HOMO and LUMO is 0.3869 Ha. Its energy above the lowest of the compared OMol25 structures with the same formula, charge and spin is 5.7 kcal per mole. Its SMILES is O[C@@H]1C=CCCC1. The calculation puts the maximum force at 0.72 eV/A. The LUMO energy is 1.000 eV.



One molecule with the formula C2H3NS4. Source: the OMol25 dataset; level of theory: ωB97M-V/def2-TZVPD.

Each line ends with the natural charge from an NBO analysis.
Cartesian coordinates (Å):
S  -2.85  0.19  -0.01  0.479
S  -0.71  -0.93  -1.53  -0.003
S  1.42  -1.58  0.64  0.008
S  1.35  1.05  -0.83  0.009
N  -1.68  0.64  0.91  -0.558
C  -0.46  0.39  0.97  0.078
C  0.30  -0.32  -0.20  -0.542
H  0.21  0.73  1.90  0.244
H  2.04  -2.03  -0.48  0.149
H  0.38  1.84  -1.37  0.138

Its total charge is 0. The value obtained for the gap between HOMO and LUMO (alpha / beta) is 0.2404 / 0.2402 Ha. Its energy above the lowest of the compared OMol25 structures with the same formula, charge and spin is 44.7 kcal per mole. The calculation puts the maximum force at 2.82 eV/A. The LUMO energy (alpha / beta) is -2.198 / -2.203 eV.



A 2-piece molecular cluster, C8H10 overall. Source: the OMol25 dataset; level of theory: ωB97M-V/def2-TZVPD.

Each line ends with the natural charge from an NBO analysis.
Cartesian coordinates (Å):
C  2.13  -0.70  -1.02  -0.196
C  2.27  0.99  0.99  -0.227
C  -4.46  0.32  -0.53  -0.439
C  -4.49  -0.61  0.59  -0.396
C  2.31  1.54  -0.27  -0.201
C  2.13  -0.45  1.24  -0.195
C  2.19  0.63  -1.36  -0.239
C  2.22  -1.37  0.23  -0.229
H  2.23  1.77  1.73  0.215
H  -4.57  -0.40  1.69  0.200
H  -4.50  0.07  -1.71  0.236
H  -4.11  1.41  -0.07  0.215
H  2.23  2.55  -0.40  0.208
H  -4.63  -1.67  0.58  0.184
H  2.20  -1.45  -1.83  0.194
H  2.44  0.76  -2.46  0.228
H  1.92  -0.95  2.24  0.213
H  2.49  -2.42  0.36  0.229

Its total charge is 0. The value obtained for the gap between HOMO and LUMO is 0.3718 Ha. Its energy above the lowest of the compared OMol25 structures with the same formula, charge and spin is 90.5 kcal per mole. Its SMILES is c1ccccc1.C=C. The calculation puts the maximum force at 4.34 eV/A. The LUMO energy is 0.985 eV.



A 2-piece molecular cluster, C3H8OS overall. Source: the OMol25 dataset; level of theory: ωB97M-V/def2-TZVPD.

Each line ends with the natural charge from an NBO analysis.
Cartesian coordinates (Å):
S  -0.03  -2.96  -0.57  -0.086
O  2.27  5.01  -1.07  -0.483
C  1.84  4.67  -2.13  0.291
C  -0.72  -2.83  1.16  -0.475
C  -1.13  -1.38  1.49  -0.623
H  0.91  5.13  -2.54  0.088
H  0.13  -3.19  1.72  0.215
H  -0.21  -0.82  1.62  0.218
H  -1.62  -1.00  0.58  0.206
H  -1.57  -3.49  1.18  0.210
H  2.20  3.87  -2.82  0.104
H  -1.90  -1.35  2.26  0.222
H  -0.17  -1.67  -0.88  0.114

Its total charge is 0. The value obtained for the gap between HOMO and LUMO is 0.3581 Ha. Its energy above the lowest of the compared OMol25 structures with the same formula, charge and spin is 27.5 kcal per mole. Its SMILES is C=O.CCS. The calculation puts the maximum force at 2.08 eV/A. The LUMO energy is 0.715 eV.



One molecule with the formula C8H9N3O2S. Source: the OMol25 dataset; level of theory: ωB97M-V/def2-TZVPD.

Each line ends with the natural charge from an NBO analysis.
Cartesian coordinates (Å):
S  3.50  0.55  -0.24  0.304
O  -0.19  -3.02  3.18  -0.417
O  -2.05  -1.86  3.09  -0.494
N  -1.22  -1.11  0.62  -0.067
N  -0.55  -1.89  1.41  -0.282
N  -0.99  -2.29  2.58  0.588
C  -0.54  -0.30  -0.27  0.194
C  -2.64  0.58  -1.06  -0.161
C  -2.59  -1.06  0.64  0.058
C  -3.28  -0.32  -0.25  -0.243
C  -1.27  0.50  -1.13  -0.234
C  4.22  2.08  -0.93  -0.775
C  0.95  -0.34  -0.19  -0.274
C  1.79  0.73  -0.58  -0.293
H  5.12  2.37  -0.33  0.244
H  1.47  -1.11  0.21  0.242
H  -0.79  0.95  -2.03  0.239
H  -4.27  -0.27  -0.02  0.228
H  -3.00  -1.90  1.08  0.238
H  1.49  1.73  -0.85  0.218
H  -3.24  1.06  -1.87  0.231
H  3.51  2.98  -0.99  0.231
H  4.59  1.93  -2.06  0.227

Its total charge is 0. The value obtained for the gap between HOMO and LUMO is 0.2740 Ha. Its energy above the lowest of the compared OMol25 structures with the same formula, charge and spin is 123.0 kcal per mole. The calculation puts the maximum force at 5.72 eV/A. The LUMO energy is -0.848 eV.